Below is a structure of composition C28H39IrN7O5PS3 in a non-equilibrium geometry, with properties calculated with wB97M-V/def2-TZVPD.

Cartesian coordinates (Å):
Ir1 0.13 -0.13 0.01
C1 4.17 -0.04 -4.21
C2 4.04 -0.50 -2.77
N1 3.92 0.61 -1.82
C3 5.17 1.27 -1.40
C4 5.42 2.59 -2.11
C5 2.75 1.03 -1.34
S1 1.29 0.36 -2.01
N2 2.82 2.04 -0.45
C6 1.90 2.30 0.45
O1 0.95 1.56 0.83
C7 1.99 3.61 1.15
C8 1.10 3.90 2.19
C9 1.16 5.13 2.83
C10 2.10 6.07 2.45
C11 2.99 5.78 1.42
C12 2.93 4.56 0.78
H1 4.24 -0.91 -4.87
H2 5.06 0.57 -4.37
H3 3.29 0.54 -4.51
H4 4.92 -1.07 -2.47
H5 3.17 -1.14 -2.65
H6 5.97 0.57 -1.62
H7 5.13 1.41 -0.32
H8 5.51 2.46 -3.19
H9 6.34 3.03 -1.74
H10 4.60 3.29 -1.92
H11 0.36 3.16 2.47
H12 0.47 5.35 3.64
H13 2.15 7.03 2.96
H14 3.73 6.52 1.12
H15 3.62 4.32 -0.02
N3 -3.46 1.58 -0.73
C13 -2.80 2.80 -0.77
C14 -1.47 2.52 -0.72
N4 -1.32 1.16 -0.66
C15 -2.53 0.62 -0.64
C16 -2.54 -0.82 -0.59
N5 -1.36 -1.43 -0.56
C17 -1.61 -2.77 -0.44
C18 -2.96 -2.97 -0.44
N6 -3.53 -1.72 -0.55
H16 -4.45 1.45 -0.67
H17 -3.33 3.73 -0.84
H18 -0.63 3.19 -0.77
H19 -0.82 -3.51 -0.42
H20 -3.54 -3.87 -0.38
H21 -4.51 -1.51 -0.43
O2 1.62 -0.18 2.80
C19 0.44 -0.04 2.97
C20 -0.21 0.46 4.26
C21 -1.68 0.56 3.93
C22 -1.77 0.11 2.48
O3 -2.83 0.12 1.86
N7 -0.56 -0.26 1.99
H22 0.25 1.42 4.51
H23 0.02 -0.23 5.06
H24 -2.08 1.57 3.99
H25 -2.32 -0.08 4.54
C23 4.28 -2.65 2.41
C24 4.60 -3.45 1.15
C25 5.14 -2.60 0.02
O4 3.49 -4.24 0.66
P1 1.93 -3.97 0.68
S2 1.09 -5.36 -0.40
S3 1.75 -2.05 -0.08
O5 1.68 -4.17 2.25
C26 0.42 -4.06 2.94
C27 -0.42 -5.31 2.75
C28 0.80 -3.89 4.40
H26 5.19 -2.13 2.72
H27 3.97 -3.32 3.21
H28 3.50 -1.92 2.23
H29 5.34 -4.21 1.40
H30 4.43 -1.81 -0.24
H31 5.31 -3.22 -0.86
H32 6.09 -2.15 0.31
H33 -0.12 -3.19 2.55
H34 0.12 -6.19 3.11
H35 -0.66 -5.47 1.70
H36 -1.34 -5.22 3.32
H37 1.39 -4.75 4.71
H38 -0.09 -3.85 5.02
H39 1.39 -2.99 4.54

Calculated values
Orbital gap ... 6.91 eV
LUMO ... -0.148 eV
Max |F| ... 1.139 eV/Å
E_HOMO ... -7.06 eV
Energy above the lowest of the compared OMol25 structures with the same formula, charge and spin ... 30.7 kcal per mole

Here is what Mulliken gives for the atomic charges, in e:
1. Ir 2.385
2. C -1.379
3. C -0.668
4. N 0.488
5. C -0.687
6. C -1.113
7. C 0.263
8. S -0.571
9. N -0.179
10. C -0.478
11. O -0.976
12. C 0.724
13. C -0.283
14. C -0.941
15. C -0.401
16. C -0.727
17. C -0.225
18. H 0.457
19. H 0.308
20. H 0.276
21. H 0.312
22. H 0.516
23. H 0.454
24. H 0.456
25. H 0.301
26. H 0.378
27. H 0.192
28. H 0.455
29. H 0.416
30. H 0.382
31. H 0.416
32. H 0.404
33. N -0.017
34. C -0.951
35. C -0.474
36. N 0.015
37. C -0.124
38. C 0.601
39. N 0.168
40. C -0.150
41. C -0.939
42. N -0.081
43. H 0.185
44. H 0.414
45. H 0.555
46. H 0.265
47. H 0.445
48. H 0.217
49. O -0.493
50. C -0.106
51. C -0.667
52. C -0.935
53. C 0.181
54. O -0.671
55. N 0.788
56. H 0.267
57. H 0.386
58. H 0.248
59. H 0.365
60. C -0.970
61. C 0.377
62. C -0.743
63. O -0.531
64. P 0.655
65. S -0.518
66. S -0.285
67. O -0.326
68. C 1.813
69. C -1.448
70. C -1.712
71. H 0.517
72. H 0.285
73. H -0.050
74. H 0.274
75. H -0.229
76. H 0.378
77. H 0.426
78. H -0.619
79. H 0.301
80. H 0.337
81. H 0.441
82. H 0.414
83. H 0.431
84. H 0.333



Below is the ion C28H39N2O3 with charge +1, with properties calculated with wB97M-V/def2-TZVPD.

Cartesian coordinates (Å):
C1 0.58 -4.57 0.87
C2 -0.48 -4.72 -0.21
C3 -1.91 -4.70 0.35
C4 -2.39 -3.31 0.79
C5 -2.72 -2.40 -0.39
C6 -3.10 -0.99 0.04
C7 -3.42 -0.11 -1.16
C8 -3.58 1.36 -0.76
C9 -3.86 2.30 -1.94
C10 -2.74 2.35 -2.98
O1 -1.49 2.67 -2.34
C11 -0.58 1.74 -2.23
O2 -0.61 0.63 -2.68
C12 0.58 2.22 -1.33
N1 0.32 1.76 0.02
C13 0.47 0.52 0.49
C14 0.98 -0.67 -0.26
O3 2.30 -0.96 0.15
C15 3.35 -0.30 -0.48
C16 3.36 0.04 -1.83
C17 4.49 0.66 -2.35
C18 5.58 0.94 -1.55
C19 5.57 0.60 -0.20
C20 6.77 0.87 0.65
C21 4.45 -0.02 0.32
N2 0.16 0.49 1.79
C22 0.29 -0.65 2.66
C23 -0.28 1.74 2.17
C24 -0.75 2.23 3.38
C25 -1.14 3.55 3.41
C26 -1.05 4.36 2.27
C27 -0.58 3.89 1.07
C28 -0.19 2.56 1.03
H1 0.54 -5.41 1.57
H2 0.45 -3.65 1.44
H3 1.58 -4.55 0.43
H4 -0.37 -3.94 -0.96
H5 -0.33 -5.67 -0.71
H6 -2.59 -5.08 -0.40
H7 -1.95 -5.38 1.21
H8 -3.29 -3.43 1.40
H9 -1.63 -2.84 1.42
H10 -3.55 -2.84 -0.95
H11 -1.87 -2.35 -1.07
H12 -2.27 -0.55 0.60
H13 -3.96 -1.03 0.72
H14 -4.34 -0.46 -1.63
H15 -2.62 -0.21 -1.89
H16 -2.69 1.70 -0.24
H17 -4.41 1.45 -0.06
H18 -4.77 1.98 -2.46
H19 -4.03 3.30 -1.55
H20 -2.63 1.39 -3.49
H21 -2.93 3.14 -3.70
H22 0.63 3.31 -1.33
H23 1.52 1.80 -1.69
H24 0.38 -1.55 0.01
H25 0.89 -0.51 -1.34
H26 2.54 -0.21 -2.48
H27 4.50 0.92 -3.40
H28 6.44 1.43 -1.98
H29 7.14 1.88 0.48
H30 7.57 0.18 0.40
H31 6.54 0.75 1.71
H32 4.42 -0.31 1.36
H33 -0.66 -1.20 2.71
H34 1.08 -1.31 2.30
H35 0.54 -0.31 3.66
H36 -0.83 1.60 4.25
H37 -1.52 3.97 4.32
H38 -1.37 5.39 2.34
H39 -0.53 4.52 0.20

Calculated values
SMILES ... CCCCCCCCCCOC(=O)Cn1c(COc2cccc(C)c2)[n+](C)c2ccccc21
Orbital gap ... 8.36 eV
Total charge ... +1
LUMO ... -3.079 eV
Max |F| ... 0.965 eV/Å
E_HOMO ... -11.43 eV
Energy above the lowest of the compared OMol25 structures with the same formula, charge and spin ... 4.8 kcal per mole

Here is what Mulliken gives for the atomic charges, in e:
1. C -1.074
2. C -0.260
3. C -0.990
4. C 0.069
5. C -0.824
6. C -0.216
7. C -0.647
8. C -0.217
9. C -0.915
10. C -0.620
11. O -0.343
12. C 0.836
13. O -0.586
14. C -0.816
15. N 0.624
16. C 0.246
17. C -0.349
18. O -0.340
19. C 0.686
20. C -0.767
21. C -0.762
22. C -0.708
23. C 0.879
24. C -1.466
25. C -0.583
26. N 0.534
27. C -1.140
28. C 0.661
29. C -0.805
30. C -0.716
31. C -0.829
32. C -0.883
33. C 0.880
34. H 0.453
35. H 0.084
36. H 0.331
37. H 0.158
38. H 0.369
39. H 0.345
40. H 0.419
41. H 0.460
42. H -0.399
43. H 0.580
44. H 0.210
45. H -0.276
46. H 0.572
47. H 0.491
48. H 0.270
49. H -0.269
50. H 0.663
51. H 0.375
52. H 0.406
53. H 0.414
54. H 0.374
55. H 0.655
56. H -0.036
57. H -0.473
58. H 0.339
59. H 0.666
60. H 0.448
61. H 0.433
62. H 0.380
63. H 0.320
64. H 0.352
65. H 0.388
66. H 0.328
67. H 0.315
68. H 0.506
69. H 0.456
70. H 0.435
71. H 0.443
72. H 0.454



Below is the ion C28H39N2O4 with charge +1 in a non-equilibrium geometry, with properties calculated with wB97M-V/def2-TZVPD.

Cartesian coordinates (Å):
C1 2.13 1.63 2.26
C2 3.38 0.79 2.49
C3 4.00 0.27 1.20
C4 3.14 -0.80 0.52
C5 3.85 -1.42 -0.68
C6 3.02 -2.46 -1.43
C7 2.62 -3.67 -0.57
C8 1.20 -3.55 -0.01
C9 0.14 -3.95 -1.04
C10 -1.23 -3.32 -0.78
O1 -1.41 -2.13 -1.58
C11 -1.01 -0.97 -1.13
O2 -0.52 -0.73 -0.06
C12 -1.27 0.12 -2.19
N1 -1.10 1.42 -1.61
C13 -2.04 2.21 -1.08
C14 -3.52 2.00 -1.12
O3 -3.93 0.68 -1.27
C15 -3.89 -0.21 -0.21
C16 -4.57 -1.40 -0.44
C17 -4.59 -2.41 0.50
C18 -3.93 -2.23 1.70
C19 -3.25 -1.05 1.95
C20 -3.21 -0.02 1.01
O4 -2.53 1.16 1.20
C21 -1.65 1.24 2.31
N2 -1.47 3.31 -0.57
C22 -2.17 4.39 0.07
C23 -0.11 3.22 -0.75
C24 0.94 4.09 -0.43
C25 2.21 3.69 -0.79
C26 2.44 2.47 -1.44
C27 1.41 1.61 -1.75
C28 0.13 2.00 -1.40
H1 1.37 1.06 1.72
H2 2.37 2.51 1.67
H3 1.71 1.95 3.21
H4 4.12 1.40 3.02
H5 3.13 -0.05 3.14
H6 4.97 -0.17 1.43
H7 4.16 1.10 0.51
H8 2.92 -1.58 1.25
H9 2.19 -0.37 0.20
H10 4.14 -0.63 -1.38
H11 4.78 -1.90 -0.34
H12 3.61 -2.81 -2.28
H13 2.12 -1.98 -1.83
H14 3.32 -3.77 0.25
H15 2.68 -4.59 -1.16
H16 1.09 -4.19 0.87
H17 1.02 -2.52 0.31
H18 0.03 -5.04 -1.05
H19 0.46 -3.66 -2.04
H20 -2.04 -3.97 -1.11
H21 -1.36 -3.06 0.27
H22 -2.27 -0.01 -2.60
H23 -0.54 -0.01 -3.00
H24 -3.97 2.46 -0.23
H25 -3.92 2.52 -2.00
H26 -5.07 -1.51 -1.39
H27 -5.12 -3.32 0.30
H28 -3.93 -3.00 2.45
H29 -2.74 -0.93 2.89
H30 -2.20 1.24 3.25
H31 -1.12 2.18 2.20
H32 -0.94 0.41 2.29
H33 -1.45 5.12 0.44
H34 -2.84 4.89 -0.63
H35 -2.76 4.02 0.92
H36 0.77 5.03 0.07
H37 3.05 4.33 -0.57
H38 3.45 2.20 -1.70
H39 1.61 0.67 -2.24

Calculated values
SMILES ... CCCCCCCCCCOC(=O)Cn1c(COc2ccccc2OC)[n+](C)c2ccccc21
Orbital gap ... 8.63 eV
Total charge ... +1
LUMO ... -2.662 eV
Max |F| ... 1.009 eV/Å
E_HOMO ... -11.29 eV
Energy above the lowest of the compared OMol25 structures with the same formula, charge and spin ... 4.4 kcal per mole

Here is what Mulliken gives for the atomic charges, in e:
1. C -0.331
2. C -0.958
3. C -0.647
4. C 0.914
5. C -1.114
6. C -0.226
7. C -1.181
8. C 0.357
9. C -0.919
10. C -0.503
11. O -0.391
12. C 1.314
13. O -0.270
14. C -2.364
15. N 0.556
16. C 0.007
17. C -0.903
18. O -0.389
19. C 0.259
20. C -0.556
21. C -0.644
22. C -0.834
23. C -0.499
24. C 0.954
25. O -0.129
26. C -1.188
27. N 0.233
28. C -0.882
29. C 0.840
30. C -0.861
31. C -1.113
32. C -0.515
33. C -0.752
34. C 1.318
35. H -0.229
36. H 0.149
37. H 0.489
38. H 0.380
39. H 0.379
40. H 0.448
41. H 0.148
42. H 0.439
43. H -0.703
44. H 0.299
45. H 0.390
46. H 0.394
47. H -0.021
48. H 0.474
49. H 0.359
50. H 0.401
51. H -0.266
52. H 0.453
53. H 0.308
54. H 0.477
55. H 0.172
56. H 0.551
57. H 0.571
58. H 0.531
59. H 0.360
60. H 0.459
61. H 0.451
62. H 0.441
63. H 0.456
64. H 0.429
65. H 0.307
66. H 0.447
67. H 0.328
68. H 0.336
69. H 0.336
70. H 0.346
71. H 0.388
72. H 0.507
73. H 0.235



Among the records above, which one has the highest E_HOMO? C28H39IrN7O5PS3